2 unconnected molecules or ions with the total composition C4H6N2O2 in a non-equilibrium geometry, computed with wB97M-V/def2-TZVPD.

Properties
Molar mass (g mol⁻¹): 114.10
HOMO energy (eV): -10.4
LUMO (eV): -0.700
ΔE to the lowest compared entry with this formula, charge and spin (eV): 6.732

Last columns: bonded neighbours and bond lengths (Å).
Atoms and positions in Å:
1 H -0.235 -0.185 2.149  C6 1.137
2 O 0.344 1.899 -0.029  H11 1.205, C13 1.408
3 H 1.887 -0.431 1.056  C7 1.137
4 C -0.988 0.216 -1.146  N10 1.310, H12 1.096, C13 1.542
5 N -1.854 -0.684 0.800  C6 1.335, N10 1.509
6 C -0.676 -0.135 1.103  H1 1.137, N5 1.335, C13 1.522
7 C 1.450 -0.329 0.011  H3 1.137, H9 1.202, C13 1.631, O14 1.450
8 H -0.161 -1.720 -0.532  no bonds
9 H 2.122 0.245 -0.803  C7 1.202
10 N -1.975 -0.516 -0.694  C4 1.310, N5 1.509
11 H -0.394 2.610 0.607  O2 1.205
12 H -0.718 0.228 -2.209  C4 1.096
13 C 0.060 0.521 -0.057  O2 1.408, C4 1.542, C6 1.522, C7 1.631
14 O 1.137 -1.719 -0.257  C7 1.450

Löwdin charges, unit e, in atom order: atom 1 (H): 0.1479, atom 2 (O): -0.0931, atom 3 (H): 0.1296, atom 4 (C): -0.0840, atom 5 (N): 0.0567, atom 6 (C): -0.1121, atom 7 (C): -0.1881, atom 8 (H): 0.2613, atom 9 (H): 0.1574, atom 10 (N): 0.0323, atom 11 (H): 0.2740, atom 12 (H): 0.1318, atom 13 (C): -0.5177, atom 14 (O): -0.1961